1.
{"formula": "C34H45O2ReSe2", "method": "the ωB97M-V functional and the def2-TZVPD basis", "species": ["Re", "C", "C", "C", "C", "C", "C", "C", "Se", "C", "C", "C", "C", "C", "C", "O", "C", "C", "C", "C", "C", "C", "C", "C", "C", "O", "C", "C", "C", "C", "C", "C", "H", "H", "H", "H", "H", "H", "H", "H", "H", "H", "H", "H", "H", "H", "H", "H", "H", "H", "H", "H", "H", "H", "H", "H", "H", "H", "H", "H", "H", "H", "H", "H", "H", "H", "H", "H", "H", "H", "H", "H", "Se", "C", "C", "C", "C", "C", "C", "H", "H", "H", "H", "H"], "coordinates": [[-0.3376, 2.2955, 1.4527], [-2.9392, -3.3220, -2.6623], [-3.7043, -2.0170, -2.9268], [-3.8123, -1.8153, -4.4383], [-5.1213, -2.1268, -2.3472], [-2.9696, -0.8659, -2.2429], [-2.7779, -0.8983, -0.8645], [-2.0999, 0.1284, -0.2390], [-1.9225, 0.1005, 1.6798], [-0.2985, -0.9068, 1.9249], [-0.3604, -2.2928, 1.8932], [0.7867, -3.0357, 2.1171], [1.9640, -2.3373, 2.3937], [2.0683, -0.9530, 2.4420], [0.8886, -0.2426, 2.1963], [0.9256, 1.1435, 2.1795], [3.3979, -0.2493, 2.7403], [4.5125, -1.2599, 3.0217], [3.2557, 0.6389, 3.9856], [3.8315, 0.5906, 1.5283], [0.8019, -4.5617, 2.0843], [-0.5716, -5.1391, 1.7437], [1.8030, -5.0307, 1.0184], [1.2294, -5.0920, 3.4599], [-1.6231, 1.2210, -0.9594], [-0.9043, 2.2120, -0.3088], [-1.8118, 1.3084, -2.3353], [-2.4850, 0.2399, -2.9328], [-1.3072, 2.5042, -3.1532], [-1.6684, 2.3619, -4.6344], [-1.9594, 3.7989, -2.6427], [0.2235, 2.6012, -3.0576], [-3.4484, -4.1563, -3.1471], [-2.8782, -3.5455, -1.5957], [-1.9232, -3.2653, -3.0573], [-4.3355, -2.6649, -4.8776], [-2.8299, -1.7528, -4.9104], [-4.3789, -0.9162, -4.6879], [-5.6567, -2.9467, -2.8281], [-5.6838, -1.2069, -2.5157], [-5.1082, -2.3244, -1.2742], [-3.1630, -1.7189, -0.2726], [-1.3089, -2.7741, 1.7009], [2.8566, -2.9151, 2.5820], [4.2850, -1.8882, 3.8847], [5.4307, -0.7159, 3.2441], [4.7122, -1.9009, 2.1612], [2.9692, 0.0415, 4.8530], [2.5160, 1.4265, 3.8519], [4.2145, 1.1118, 4.2057], [3.9196, -0.0334, 0.6368], [4.8098, 1.0325, 1.7257], [3.1378, 1.4017, 1.3161], [-0.9177, -4.8047, 0.7630], [-1.3223, -4.8738, 2.4912], [-0.5075, -6.2271, 1.7170], [1.5229, -4.6589, 0.0309], [1.8207, -6.1209, 0.9804], [2.8166, -4.6909, 1.2342], [0.5348, -4.7665, 4.2364], [2.2281, -4.7483, 3.7322], [1.2442, -6.1829, 3.4507], [-2.6412, 0.2816, -3.9981], [-2.7474, 2.3056, -4.7879], [-1.2023, 1.4853, -5.0877], [-1.3051, 3.2391, -5.1699], [-3.0463, 3.7407, -2.7193], [-1.6239, 4.6388, -3.2538], [-1.6972, 4.0107, -1.6075], [0.6915, 1.6755, -3.3976], [0.5625, 2.8083, -2.0442], [0.5759, 3.4102, -3.6999], [-0.7912, 4.2882, 2.6179], [0.6721, 5.2220, 1.7526], [1.9204, 5.2499, 2.3633], [2.9613, 5.9159, 1.7343], [2.7549, 6.5429, 0.5121], [1.5028, 6.5129, -0.0843], [0.4502, 5.8525, 0.5347], [2.0779, 4.7580, 3.3140], [3.9351, 5.9461, 2.2046], [3.5712, 7.0600, 0.0263], [1.3379, 7.0056, -1.0331], [-0.5298, 5.8370, 0.0754]], "de_lowest_ev": 0.000, "total_charge": 1, "lumo_energy_ha": [-0.14952, -0.17356], "s_squared": 3.77, "homo_lumo_gap_ev": [6.877, 6.888], "spin_multiplicity": 4}

2.
{"formula": "C6H11NO", "method": "the ωB97M-V functional and the def2-TZVPD basis", "species": ["C", "C", "C", "C", "N", "C", "C", "O", "H", "H", "H", "H", "H", "H", "H", "H", "H", "H", "H"], "coordinates": [[0.2601, -1.3438, -0.2966], [-0.8369, 1.3275, -0.4373], [0.3000, -1.9334, 1.1073], [0.8701, -0.1008, -0.5120], [-0.6393, 1.7917, 0.9109], [-1.1980, -0.6216, -0.6629], [1.8951, 0.6730, -0.7331], [-1.7230, -0.8506, -1.7516], [0.4215, -2.0658, -1.0969], [0.2495, 2.2558, 1.0484], [-1.3597, 2.4020, 1.2760], [-1.6802, -0.5780, 0.3211], [-0.2983, 1.8525, -1.2299], [-1.8805, 1.4455, -0.7213], [-0.4579, -2.7142, 1.2021], [1.2785, -2.3709, 1.3196], [0.0966, -1.1663, 1.8558], [2.9001, 0.2668, -0.6425], [1.8023, 1.7307, -0.9569]], "de_lowest_ev": 5.749, "total_charge": 0, "lumo_energy_ha": [0.01212, 0.01210], "homo_lumo_gap_ev": [8.141, 8.140]}

3.
{"formula": "C4H4O5V", "method": "the ωB97M-V functional and the def2-TZVPD basis", "species": ["O", "C", "C", "O", "O", "C", "H", "H", "H", "O", "C", "O", "H", "V"], "coordinates": [[2.4317, -1.1482, -0.4318], [2.0217, -1.7832, 0.6679], [1.4276, -0.1687, -0.7965], [2.7103, -2.5467, 1.2993], [0.7724, -1.4588, 0.9746], [0.1706, -0.7147, -0.1476], [1.3666, -0.1107, -1.8885], [1.7652, 0.7975, -0.3940], [-0.2331, -1.5007, -0.8114], [-2.2096, 2.3018, -0.0366], [-3.3856, 1.9124, 0.6802], [-3.1591, 0.7495, 1.0723], [-2.3632, 3.1066, -0.5520], [-1.3155, 0.5639, 0.3641]], "de_lowest_ev": 1.753, "total_charge": 0, "lumo_energy_ha": [-0.02705, -0.03805], "s_squared": 3.76, "homo_lumo_gap_ev": [8.387, 8.516], "spin_multiplicity": 4}

4.
{"formula": "C15H32Br14O", "method": "the ωB97M-V functional and the def2-TZVPD basis", "species": ["Br", "C", "C", "Br", "H", "H", "H", "H", "Br", "C", "C", "Br", "H", "H", "H", "H", "Br", "C", "C", "Br", "H", "H", "H", "H", "Br", "C", "C", "Br", "H", "H", "H", "H", "Br", "C", "C", "Br", "H", "H", "H", "H", "Br", "C", "C", "Br", "H", "H", "H", "H", "Br", "C", "C", "Br", "H", "H", "H", "H", "C", "O", "H", "H", "H", "H"], "coordinates": [[4.0634, -0.7959, 1.5875], [2.8309, 0.6254, 2.2786], [1.8953, 0.1497, 3.4588], [0.5565, 1.5862, 3.7323], [2.2534, 0.9907, 1.4294], [3.4914, 1.4157, 2.6356], [2.4829, 0.0546, 4.3719], [1.2826, -0.7301, 3.2626], [-1.3506, -2.7169, 2.8524], [-2.2288, -4.1297, 1.8319], [-2.9841, -3.3913, 0.7629], [-3.6005, -4.7058, -0.6793], [-2.7895, -4.7999, 2.4835], [-1.3582, -4.6379, 1.4173], [-2.2901, -2.6728, 0.3269], [-3.8716, -2.8986, 1.1602], [-1.5111, -3.1929, -6.5052], [-2.1029, -1.8428, -5.1598], [-2.4630, -2.4966, -3.8142], [-3.1539, -1.0528, -2.6215], [-2.9517, -1.2615, -5.5199], [-1.3313, -1.0824, -5.0391], [-1.6544, -3.0376, -3.3228], [-3.2712, -3.1946, -4.0329], [0.1432, 4.2229, -0.4420], [1.2721, 5.5310, 0.5283], [0.9132, 6.9547, 0.0570], [1.6428, 8.2814, 1.3739], [2.3166, 5.3094, 0.3093], [1.0964, 5.3981, 1.5958], [-0.1559, 7.1652, 0.0310], [1.3605, 7.1859, -0.9097], [3.8423, -5.2948, 0.6714], [2.1507, -4.3904, 0.1813], [2.1704, -3.9481, -1.2999], [0.4492, -3.0006, -1.4356], [2.0642, -3.5061, 0.8127], [1.3446, -5.0995, 0.3699], [2.2363, -4.7806, -2.0005], [3.0318, -3.2911, -1.4197], [-4.9941, -0.7700, 2.5966], [-3.4236, 0.4590, 2.8848], [-3.6543, 1.3481, 4.0654], [-5.1123, 2.6137, 3.6673], [-3.3080, 1.0685, 1.9886], [-2.5306, -0.1558, 2.9975], [-2.7468, 1.8487, 4.4029], [-3.9195, 0.8209, 4.9818], [3.6482, 2.4225, -0.5582], [3.4865, 1.5302, -2.3454], [3.3076, 2.6440, -3.3582], [2.3763, 1.8498, -4.9500], [2.6313, 0.8755, -2.1781], [4.4537, 1.1215, -2.6380], [4.2030, 3.1041, -3.7761], [2.5760, 3.3855, -3.0373], [-0.7215, 0.2389, 0.0159], [0.5120, 0.8613, -0.2881], [-1.4006, 0.2852, -0.8355], [-0.4871, -0.8188, 0.1360], [-1.1409, 0.5570, 0.9704], [0.4228, 1.7903, -0.0629]], "total_charge": 0, "lumo_energy_ha": 0.00350, "smiles": "BrCCBr.BrCCBr.BrCCBr.BrCCBr.BrCCBr.BrCCBr.BrCCBr.CO", "homo_lumo_gap_ev": 10.210}

5.
{"formula": "C12H27BClIO7PS4", "method": "the ωB97M-V functional and the def2-TZVPD basis", "species": ["O", "P", "Cl", "B", "S", "I", "H", "H", "H", "C", "C", "C", "S", "O", "O", "C", "H", "H", "H", "H", "H", "H", "H", "H", "C", "C", "C", "S", "O", "O", "C", "H", "H", "H", "H", "H", "H", "H", "H", "C", "C", "C", "S", "O", "O", "C", "H", "H", "H", "H", "H", "H", "H", "H"], "coordinates": [[1.7219, -2.0571, 2.6199], [0.6435, -0.7600, 3.0836], [1.2237, 1.0062, 1.9770], [-1.1800, -1.1317, 2.5956], [-1.5199, -2.9638, 2.8269], [-2.5760, -0.0391, 3.8887], [2.5925, -1.9470, 3.1273], [-1.3222, -0.7421, 1.4963], [-0.7616, -3.7648, 1.9566], [-8.0917, 0.5920, 0.4748], [-8.3291, -0.2308, 1.7402], [-6.9651, -0.5069, 2.3704], [-5.9072, 0.8487, 1.8858], [-4.8621, 0.3330, 1.0267], [-5.6229, 1.6700, 3.0456], [-7.1104, 1.6849, 0.8716], [-9.0227, 1.0111, 0.0822], [-7.6515, -0.0439, -0.3025], [-8.9485, 0.3449, 2.4386], [-8.8597, -1.1631, 1.5230], [-7.0267, -0.5477, 3.4609], [-6.5270, -1.4325, 1.9871], [-6.6187, 2.1519, 0.0166], [-7.5971, 2.4461, 1.4887], [3.2738, 4.3425, -1.2044], [2.9775, 3.0656, -0.4193], [3.7099, 1.9193, -1.1147], [5.1309, 2.6474, -1.9161], [4.9685, 2.5175, -3.3489], [6.3349, 2.2224, -1.2304], [4.7739, 4.3321, -1.4579], [2.9651, 5.2372, -0.6560], [2.7316, 4.3247, -2.1573], [3.3506, 3.1733, 0.6065], [1.9027, 2.8682, -0.3584], [4.0439, 1.1629, -0.3999], [3.0873, 1.4552, -1.8846], [5.0792, 5.0095, -2.2572], [5.3296, 4.5547, -0.5421], [3.4025, -4.1976, -1.9118], [4.5591, -3.2510, -2.2296], [3.9616, -1.8707, -2.4976], [2.4436, -1.7925, -1.5588], [1.3334, -1.7092, -2.4844], [2.6094, -0.8613, -0.4608], [2.5217, -3.4539, -0.9190], [3.7565, -5.1480, -1.5016], [2.8383, -4.4124, -2.8272], [5.2353, -3.1992, -1.3677], [5.1447, -3.6007, -3.0855], [4.6321, -1.0718, -2.1711], [3.7135, -1.7403, -3.5545], [1.5166, -3.8714, -0.8396], [2.9910, -3.4104, 0.0684]], "total_charge": -1, "lumo_energy_ha": 0.08419, "homo_lumo_gap_ev": 6.093}

6.
{"formula": "C2H3IN2", "method": "the ωB97M-V functional and the def2-TZVPD basis", "species": ["C", "N", "N", "C", "I", "H", "H", "H"], "coordinates": [[-1.4744, -0.8183, 0.1393], [-0.7520, 0.0049, -0.3792], [-0.1829, 0.8755, -0.8916], [1.3898, 1.3049, -0.0680], [2.1429, -0.2715, 1.1852], [-1.9564, -0.9071, 1.0669], [-1.2586, -1.8235, -0.2087], [2.0917, 1.6351, -0.8439]], "de_lowest_ev": 4.452, "total_charge": 0, "lumo_energy_ha": [-0.00513, -0.00514], "smiles": "C=N/N=C\\I", "homo_lumo_gap_ev": [7.458, 7.460]}

7.
{"formula": "C6H10ClIO4S", "method": "the ωB97M-V functional and the def2-TZVPD basis", "species": ["C", "C", "C", "C", "C", "C", "O", "O", "O", "O", "S", "Cl", "I", "H", "H", "H", "H", "H", "H", "H", "H", "H", "H"], "coordinates": [[-1.7155, -0.8691, -0.5383], [-3.6314, -1.3837, -0.9930], [-0.9108, 0.2475, -0.4141], [0.2812, 0.5408, -1.2626], [1.8214, 0.0861, 0.8597], [1.6134, 0.9441, -0.5006], [-0.7912, 2.7247, 0.7041], [-2.3937, 1.0807, 1.6214], [0.7234, 0.5353, 1.6778], [1.6490, 2.2623, -0.1233], [-1.6136, 1.5512, 0.5691], [-3.0219, 2.1131, -0.8100], [-5.0968, -0.3713, 0.0745], [-2.2121, -1.2415, 0.3458], [-1.2476, -1.7023, -1.0234], [-3.7295, -2.3909, -0.7044], [0.5339, -0.2437, -1.9215], [-0.0998, 1.2603, -2.0339], [1.5466, -0.9849, 0.6514], [2.8389, 0.2394, 1.3422], [2.4209, 0.7846, -1.2993], [0.8982, 1.4111, 1.9694], [0.7885, 2.6159, 0.3623]], "de_lowest_ev": 3.878, "total_charge": 0, "lumo_energy_ha": [-0.06069, -0.04730], "homo_lumo_gap_ev": [6.896, 7.047]}

8.
{"formula": "C23H22IN4O4Ru", "method": "the ωB97M-V functional and the def2-TZVPD basis", "species": ["Ru", "O", "C", "O", "C", "C", "C", "C", "C", "C", "C", "C", "C", "N", "H", "H", "H", "H", "H", "H", "I", "C", "C", "C", "C", "C", "C", "C", "C", "C", "C", "H", "H", "H", "H", "H", "H", "N", "C", "C", "C", "N", "H", "H", "H", "H", "H", "H", "H", "H", "H", "H", "O", "N", "O"], "coordinates": [[0.0237, -0.3652, -0.0208], [-0.6796, 3.2148, 2.0998], [-0.8519, 2.1981, 1.4628], [-0.0814, 1.1598, 1.4795], [-2.0982, 2.0640, 0.6040], [-2.9777, 3.1638, 0.5126], [-4.1018, 3.0314, -0.2394], [-4.3845, 1.7890, -0.8553], [-5.5591, 1.5745, -1.6144], [-5.8185, 0.3503, -2.1581], [-4.9222, -0.7182, -1.9420], [-3.7784, -0.5381, -1.2186], [-3.4649, 0.7304, -0.6802], [-2.2989, 0.9136, 0.0151], [-2.7103, 4.0692, 1.0366], [-4.7976, 3.8527, -0.3623], [-6.2488, 2.3994, -1.7458], [-6.7176, 0.1897, -2.7381], [-5.1463, -1.6969, -2.3472], [-3.1155, -1.3662, -1.0266], [-1.3299, -2.3170, 1.2033], [-1.1156, -3.1803, -1.8094], [-1.5548, -4.3662, -2.2743], [-2.0383, -4.3961, -3.6089], [-2.0598, -3.2489, -4.3474], [-1.6130, -2.0107, -3.8164], [-1.7159, -0.8156, -4.5653], [-1.3426, 0.3745, -4.0164], [-0.8303, 0.4271, -2.7042], [-0.6931, -0.7023, -1.9370], [-1.0995, -1.9556, -2.4856], [-1.5464, -5.2627, -1.6669], [-2.3927, -5.3283, -4.0301], [-2.4399, -3.2605, -5.3616], [-2.1114, -0.8639, -5.5727], [-1.4337, 1.2930, -4.5813], [-0.5444, 1.3926, -2.3084], [1.6715, -0.6067, 1.7018], [2.9802, -1.2735, 1.6808], [2.9052, -2.6991, 1.1598], [2.8230, -2.7673, -0.3529], [1.5507, -2.2576, -0.8786], [1.7680, 0.3878, 1.8897], [1.0971, -0.9692, 2.4580], [3.4112, -1.2657, 2.6859], [3.6418, -0.6872, 1.0410], [2.0587, -3.2227, 1.6161], [3.8076, -3.2296, 1.4723], [2.9828, -3.7990, -0.6826], [3.6252, -2.1645, -0.7786], [0.8524, -2.9959, -0.8705], [1.6756, -1.9696, -1.8418], [2.8723, 0.0507, -1.7400], [2.3281, 1.0993, -1.5520], [1.2105, 1.0470, -0.8537]], "de_lowest_ev": 0.000, "total_charge": 0, "lumo_energy_ha": [-0.03098, -0.08022], "s_squared": 8.80, "homo_lumo_gap_ev": [7.397, 6.343], "spin_multiplicity": 6}